Entry 1:
Entry from the Open Molecules 2025 dataset: a molecular structure, C6H6OS (ωB97M-V/def2-TZVPD).

Structure (ORCA input):
```
! RIJCOSX wB97M-V def2-TZVPD def2/J DEFGRID3
* xyz 0 1
S 2.14 -0.37 -0.12
O -0.12 2.11 -0.13
C -0.60 -1.17 0.61
C -1.31 0.06 -1.09
C 0.52 -0.34 0.04
C -1.15 0.15 1.29
C -1.45 -1.18 -0.64
C -0.53 0.76 -0.01
H -0.53 -2.13 1.16
H -1.93 -2.03 -1.17
H -0.55 0.54 2.13
H 0.74 2.17 0.32
H -1.69 0.63 -1.97
H -2.29 0.11 1.37
*
```

Properties
HOMO ... -8.8 eV
Kohn-Sham gap ... 8.943 eV
E_tot ... -19198.85727 eV
Relative energy (zero: lowest compared OMol25 entry of this formula, charge and spin) ... 2.211 eV

***

Entry 2:
Entry from the Open Molecules 2025 dataset: a single C6H10O molecule (ωB97M-V/def2-TZVPD).

Structure (ORCA input):
```
! RIJCOSX wB97M-V def2-TZVPD def2/J DEFGRID3
* xyz 0 1
O -0.79 -0.09 1.68
C 1.46 1.18 -0.26
C 0.70 -1.03 -0.05
C -0.51 -0.11 0.28
C -1.80 -0.56 -0.38
C -0.04 1.31 -0.16
C 1.86 -0.08 -0.19
H 0.53 -1.57 -0.99
H 2.89 -0.42 -0.26
H -1.76 -0.46 -1.47
H -0.05 -0.47 2.16
H -0.46 1.59 -1.14
H -1.99 -1.61 -0.13
H -0.37 2.05 0.57
H -2.64 0.03 0.01
H 0.83 -1.79 0.73
H 2.12 2.04 -0.40
*
```

Properties
HOMO ... -9.4 eV
Kohn-Sham gap ... 10.352 eV
E_tot ... -8431.16141 eV
Relative energy (zero: lowest compared OMol25 entry of this formula, charge and spin) ... 0.079 eV

***

Entry 3:
Entry from the Open Molecules 2025 dataset: a molecular structure, C34H37N4OPbS2Te (ωB97M-V/def2-TZVPD).

Structure (ORCA input):
```
! RIJCOSX wB97M-V def2-TZVPD def2/J DEFGRID3
* xyz 3 1
Pb -0.44 -0.21 -0.23
Te 0.12 -3.10 -0.77
S 4.53 0.45 -3.32
S -3.58 -0.11 4.83
O -0.33 -0.28 -2.79
N 1.77 -0.14 0.08
N 0.56 3.54 -0.14
N -3.13 2.56 -3.13
N -0.16 -0.21 2.05
C -1.83 -0.17 6.69
C -3.26 -0.90 0.24
C 1.53 -3.49 0.77
C -3.15 1.14 -1.16
C 1.52 -0.21 3.76
C 1.41 -1.01 -4.37
C 4.07 -0.05 -0.63
C 0.62 0.15 -3.82
C 6.13 0.37 -3.90
C -5.28 0.19 -0.45
C 1.15 -0.20 2.41
C 2.15 -0.17 1.39
C -2.43 2.22 -1.93
C 3.50 -0.16 1.74
C 3.86 -0.19 3.13
C -1.11 -0.18 2.97
C -3.05 1.56 -4.18
C -1.49 -4.14 0.15
C -0.84 -0.18 4.36
C -1.93 -0.16 5.32
C 2.92 -0.21 4.10
C 7.01 0.05 -2.91
C 4.45 -0.10 0.71
C -4.55 1.15 -1.13
C 6.38 -0.14 -1.66
C -4.12 -0.11 6.44
C 0.50 -0.21 4.72
C 5.02 0.04 -1.72
C 0.27 2.43 -0.19
C -2.58 0.10 -0.45
C 2.69 -0.08 -0.88
C -4.65 -0.84 0.23
C -2.91 3.92 -3.60
C -3.09 -0.14 7.33
H 0.82 4.51 -0.10
H -2.13 -0.15 2.61
H 6.92 -0.41 -0.76
H 0.07 0.66 -4.60
H 0.75 -1.75 -4.82
H -6.36 0.23 -0.46
H 0.78 -0.21 5.77
H -1.07 -0.69 -3.25
H -0.90 -0.20 7.24
H 2.38 -2.82 0.64
H -1.60 -3.81 1.19
H 3.20 -0.23 5.14
H 4.91 -0.19 3.39
H -3.11 4.62 -2.80
H -1.24 -5.20 0.11
H 6.34 0.57 -4.94
H 1.86 -4.52 0.65
H -3.22 -0.14 8.40
H 1.25 0.91 -3.34
H -3.49 0.62 -3.84
H 2.02 -1.50 -3.61
H 1.06 -3.35 1.74
H -2.75 -1.71 0.75
H -3.61 1.90 -5.05
H -5.22 -1.60 0.74
H 2.09 -0.66 -5.15
H -1.39 1.89 -2.11
H -2.38 3.12 -1.31
H -5.18 -0.08 6.65
H -2.01 1.37 -4.50
H -3.61 4.13 -4.41
H 8.08 -0.05 -3.07
H 5.50 -0.06 0.97
H -2.40 -3.96 -0.42
H -5.05 1.93 -1.68
H 2.32 -0.08 -1.90
H -1.89 4.09 -3.98
*
```

Properties
HOMO ... -15.1 eV
Kohn-Sham gap ... 5.625 eV
E_tot ... -78050.73826 eV
Relative energy (zero: lowest compared OMol25 entry of this formula, charge and spin) ... 2.070 eV

***

Entry 4:
Entry from the Open Molecules 2025 dataset: 2 unconnected molecules or ions with the total composition C5H14N (ωB97M-V/def2-TZVPD).

Structure (ORCA input):
```
! RIJCOSX wB97M-V def2-TZVPD def2/J DEFGRID3
* xyz 1 1
N -0.82 -1.12 0.28
C -1.89 -0.07 0.37
C 0.98 1.88 -1.65
C 0.50 -0.73 0.88
C -0.01 2.70 -1.30
C 1.41 -1.94 0.97
H -2.80 -0.49 -0.05
H -2.03 0.17 1.42
H -0.91 2.79 -1.89
H -1.56 0.80 -0.18
H 1.89 1.85 -1.05
H 0.98 -2.73 1.59
H -1.16 -1.97 0.71
H 0.03 3.23 -0.36
H 1.63 -2.35 -0.02
H 0.27 -0.33 1.86
H 0.96 1.33 -2.58
H 0.92 0.03 0.23
H 2.33 -1.66 1.48
H -0.70 -1.39 -0.70
*
```

Properties
HOMO ... -13.7 eV
Kohn-Sham gap ... 10.398 eV
E_tot ... -6894.80834 eV
Relative energy (zero: lowest compared OMol25 entry of this formula, charge and spin) ... 1.054 eV

***

Entry 5:
Entry from the Open Molecules 2025 dataset: 12 unconnected molecules or ions with the total composition C3H31NO13S (ωB97M-V/def2-TZVPD).

Structure (ORCA input):
```
! RIJCOSX wB97M-V def2-TZVPD def2/J DEFGRID3
* xyz 0 1
S 1.21 1.75 -2.32
O -1.42 -3.89 -1.71
O -2.01 -1.25 -2.66
O 2.92 -2.36 -2.43
O -1.93 -1.01 1.76
O 0.70 4.84 1.35
O -1.77 2.28 3.48
O -2.29 0.87 -0.94
O -3.13 2.80 1.16
O -0.28 -2.95 0.96
O 0.61 1.77 2.98
O 0.24 -2.70 -4.11
O 1.25 -0.94 1.95
O 2.92 -0.96 0.52
N 0.05 1.26 0.41
C 2.09 1.18 -0.95
C 1.99 -0.07 1.19
C 1.16 0.43 0.02
H 3.47 -2.20 -3.17
H -1.91 -0.48 2.55
H -3.27 3.79 0.83
H -2.30 0.08 -1.35
H 0.66 -0.58 -0.39
H 2.71 0.66 1.61
H -1.18 -2.45 1.13
H -0.14 -3.34 0.07
H 1.22 3.96 1.52
H 0.77 0.89 2.81
H -2.71 -0.56 1.21
H 0.63 4.97 0.39
H -0.10 1.06 -2.17
H -2.85 2.24 0.41
H 3.03 0.45 -1.33
H 2.44 2.04 -0.38
H -1.95 -4.50 -1.19
H 0.27 2.12 0.85
H -0.52 0.68 1.06
H 3.41 -1.60 0.98
H 0.98 -2.69 -3.44
H 0.52 -2.04 -4.68
H -0.76 -4.33 -2.25
H 3.44 -2.57 -1.69
H -0.28 1.88 3.31
H -1.21 -1.48 -3.13
H -1.36 1.08 -0.72
H 0.84 -1.81 1.45
H -1.94 2.90 4.23
H -2.29 2.62 2.72
H -1.91 -1.82 -1.91
*
```

Properties
HOMO ... -8.5 eV
Kohn-Sham gap ... 8.486 eV
E_tot ... -42555.25237 eV
Relative energy (zero: lowest compared OMol25 entry of this formula, charge and spin) ... 1.836 eV

***

Entry 6:
Entry from the Open Molecules 2025 dataset: a molecular structure, C26H41Cl3N3NiO5PS (ωB97M-V/def2-TZVPD).

Structure (ORCA input):
```
! RIJCOSX wB97M-V def2-TZVPD def2/J DEFGRID3
* xyz 0 3
Ni 0.06 0.27 0.31
Cl 4.86 0.78 0.57
Cl 3.73 2.67 2.46
Cl 3.93 3.35 -0.33
S -1.07 1.94 1.60
P 1.27 -1.57 -2.35
O 0.99 -1.13 -0.94
O -1.66 0.31 -0.76
O -0.58 -1.39 1.40
O 1.96 0.43 1.38
O 1.48 1.80 -0.28
N 1.45 -2.31 1.91
N -0.42 -3.64 1.55
N -2.49 1.33 -0.57
C -3.29 3.21 0.61
C -2.63 -3.25 -4.37
C -0.05 -2.68 -2.95
C 2.80 0.62 -3.13
C 0.47 1.74 -4.73
C -0.13 -2.88 -4.50
C -3.48 1.48 -1.48
C 3.84 -2.08 -1.36
C 3.63 2.04 0.81
C -4.31 3.37 -0.30
C 2.77 -2.62 -2.32
C 1.54 -0.20 -3.53
C -2.48 -3.26 -2.83
C 5.50 -3.63 -2.55
C -1.50 -2.46 -5.05
C -1.41 -2.30 -2.34
C -4.41 2.48 -1.37
C 1.94 2.12 -4.97
C 3.35 -2.97 -3.72
C 0.31 0.72 -3.59
C -2.35 2.17 0.50
C 2.71 2.06 -3.65
C 4.88 -2.88 -3.73
C 0.14 -2.39 1.60
C 2.23 1.38 0.61
C 4.94 -3.13 -1.19
H -1.33 -2.31 -1.25
H 2.03 -3.12 1.86
H 0.02 -4.40 2.05
H -5.02 4.17 -0.18
H -3.48 0.74 -2.27
H 1.88 -1.40 1.81
H 2.40 1.43 -5.69
H -0.11 2.63 -4.48
H -3.59 -2.83 -4.66
H 0.64 -2.32 -5.02
H 3.06 -3.99 -3.99
H 5.30 -4.70 -2.66
H -2.61 -4.27 -4.75
H -5.19 2.57 -2.12
H 3.72 2.47 -3.77
H -3.18 3.88 1.45
H 5.74 -2.72 -0.57
H 3.38 -1.85 -0.40
H 4.52 -3.98 -0.63
H -1.68 -1.27 -2.59
H 4.27 -1.15 -1.73
H 6.58 -3.51 -2.57
H 3.69 0.13 -3.54
H -1.53 -2.63 -6.12
H 0.03 -3.93 -4.74
H 1.69 -0.65 -4.52
H -2.22 -4.27 -2.49
H 2.90 0.64 -2.05
H 2.39 -3.54 -1.86
H -3.44 -3.01 -2.35
H -1.42 -3.65 1.51
H -1.65 -1.39 -4.89
H 2.96 -2.32 -4.49
H 5.19 -1.83 -3.70
H 0.22 1.23 -2.63
H -0.61 0.15 -3.73
H 2.21 2.68 -2.91
H 5.26 -3.29 -4.67
H 2.01 3.12 -5.40
H 0.23 -3.64 -2.50
H 0.04 1.34 -5.65
*
```

Properties
HOMO (spin up / spin down) ... -7.3 / -7.2 eV
Kohn-Sham gap (spin up / spin down) ... 7.687 / 7.618 eV
E_tot ... -141074.40747 eV
Relative energy (zero: lowest compared OMol25 entry of this formula, charge and spin) ... 0.235 eV
⟨S²⟩ ... 2.00

***

Entry 7:
Entry from the Open Molecules 2025 dataset: a molecular structure, C41H33BN5O3S8Sn (ωB97M-V/def2-TZVPD).

Structure (ORCA input):
```
! RIJCOSX wB97M-V def2-TZVPD def2/J DEFGRID3
* xyz 1 1
Sn -0.56 -1.32 -0.48
S -1.21 -4.18 -0.44
S 0.84 -4.65 -5.93
S 0.98 1.32 -4.59
S -1.16 -2.94 -4.56
S 0.63 0.69 1.99
S -3.58 3.25 -0.71
S -2.48 -1.76 -2.07
S 0.15 -5.04 -3.08
O 1.87 1.07 1.07
O 3.12 -0.76 0.01
O 3.28 1.39 -0.81
N -1.31 2.17 -0.26
N 1.01 -2.01 2.31
N -8.95 -0.26 5.11
N 2.43 -3.57 3.30
N 0.18 0.53 -2.31
C 1.12 -3.97 3.52
C 0.25 -3.08 2.88
C 0.55 -0.74 5.48
C 0.90 2.01 3.16
C -1.62 -4.40 3.54
C 0.11 -0.64 4.23
C -6.74 -0.39 3.78
C 5.69 -0.16 -3.13
C -3.15 -0.63 1.59
C -0.95 -4.03 -2.18
C 4.77 -1.77 -1.55
C -5.54 -0.55 4.45
C -1.11 -3.28 2.87
C 1.68 -1.12 -3.42
C 2.90 -1.04 4.86
C -5.58 -0.38 1.67
C -6.76 -0.30 2.39
C -4.37 -0.54 2.34
C 4.95 0.89 -2.58
C -7.97 -0.32 4.52
C 2.45 -2.30 2.61
C -1.47 2.25 -1.63
C -2.11 -0.71 0.96
C -2.53 2.77 1.82
C 0.94 0.18 -3.31
C -0.11 2.31 -3.73
C 1.07 -0.77 3.09
C -0.76 -5.27 4.19
C -1.54 -3.03 -2.85
C -2.63 2.80 -2.05
C -2.36 2.67 0.34
C 0.62 -5.07 4.19
C -0.01 -4.23 -4.61
C 2.57 -0.96 3.41
C -0.44 1.73 -2.55
C 4.04 -0.73 -1.03
C 0.22 -5.15 0.09
C 5.61 -1.46 -2.63
C -4.36 -0.62 3.74
C 4.13 0.56 -1.53
C 1.97 -0.95 5.81
B 2.69 0.54 0.09
H 0.30 -6.05 -0.51
H -1.16 -6.13 4.71
H 2.24 -1.03 6.85
H -0.15 -0.67 6.30
H 3.09 -2.33 1.73
H -2.68 -4.57 3.55
H -0.94 -0.51 4.00
H 3.94 -1.18 5.12
H 1.66 -1.65 -2.47
H -3.55 3.06 2.08
H 2.71 -0.96 -3.72
H 1.87 1.86 3.65
H 5.01 1.89 -2.96
H -1.85 3.51 2.24
H -5.59 -0.32 0.59
H 6.35 0.04 -3.96
H 4.69 -2.78 -1.17
H 3.18 -3.84 3.92
H 0.89 2.93 2.58
H -5.53 -0.61 5.53
H 0.09 2.01 3.88
H 6.20 -2.24 -3.08
H 1.29 -5.76 4.69
H 1.21 -1.75 -4.18
H 0.02 -5.42 1.12
H -3.42 -0.75 4.26
H -1.76 -2.59 2.35
H -0.45 3.26 -4.12
H -7.71 -0.18 1.87
H -2.34 1.79 2.28
H 3.24 -0.26 2.90
H 1.14 -4.57 0.03
H -2.98 2.92 -3.06
*
```

Properties
HOMO ... -9.6 eV
Kohn-Sham gap ... 6.294 eV
E_tot ... -149829.95863 eV
Relative energy (zero: lowest compared OMol25 entry of this formula, charge and spin) ... 3.098 eV

***

Entry 8:
Entry from the Open Molecules 2025 dataset: a gas-phase ion, CH2NO4S (charge -1) (ωB97M-V/def2-TZVPD).

Structure (ORCA input):
```
! RIJCOSX wB97M-V def2-TZVPD def2/J DEFGRID3
* xyz -1 1
S 0.72 0.01 1.49
O 1.10 1.38 1.93
O -1.88 -1.00 -0.40
O -0.23 -1.42 -1.76
O 1.85 -0.77 1.00
N -0.80 -0.71 -0.89
C -0.20 0.46 -0.42
H -0.95 1.17 0.10
H 0.40 0.89 -1.05
*
```

Properties
HOMO ... -4.2 eV
Kohn-Sham gap ... 8.143 eV
E_tot ... -21582.75468 eV
Relative energy (zero: lowest compared OMol25 entry of this formula, charge and spin) ... 3.937 eV